ORCA calculation (the ωB97M-V functional and the def2-TZVPD basis) on a cluster of 11 separate species, C55H74N13O7 in total at a distorted geometry.

```
149
Properties=species:S:1:pos:R:3:forces:R:3
C 1.723 2.957 3.598 -0.4445 -0.0563 0.2627
C 1.670 1.796 4.533 1.3733 -0.3533 1.4630
O 2.460 1.561 5.403 -1.2406 0.1746 -0.9045
O 0.526 0.961 4.343 0.0353 0.2612 -0.8475
C 0.701 0.088 3.293 1.0644 -1.1267 0.0680
O 1.677 -0.607 3.195 -0.5502 0.7900 -0.0051
C -0.426 -0.021 2.298 -0.4713 0.7506 0.0036
C -1.123 1.295 1.957 -0.5154 -0.5937 0.8748
C -2.490 0.925 1.408 0.6754 -0.2776 -0.9018
N -3.279 2.111 0.915 -0.0595 -0.1832 0.1660
N -4.244 2.642 1.825 -0.0482 0.9791 0.2983
C -5.587 2.134 1.525 0.1258 -0.0257 -0.2767
C -3.886 2.594 3.242 -0.2749 -1.7087 1.4435
C -3.099 3.664 3.922 0.4047 0.2389 -0.9539
O -4.315 1.663 3.890 0.0728 0.6498 -0.7239
C -2.375 3.158 0.246 0.6637 0.4703 -0.4529
N -2.337 4.368 1.007 0.2431 0.1846 -0.4557
C -1.011 5.008 1.151 0.9721 0.3056 0.7736
C -0.509 5.815 -0.022 -0.3555 -0.5656 -0.1998
O -0.376 4.896 2.162 -0.7701 -0.1975 -0.5003
C -3.332 5.296 0.634 -0.6440 0.4655 0.0391
C -3.344 6.587 1.404 0.1860 -0.7915 0.5053
O -4.163 5.036 -0.207 -0.0177 -0.4081 0.0007
C -1.037 2.521 -0.074 -0.3866 -0.9278 0.2301
O -0.337 2.036 1.045 0.2686 0.4940 -0.1189
H 2.304 2.708 2.719 0.0695 -0.1471 -0.2545
H 0.715 3.232 3.327 -0.1307 0.0774 -0.3104
H 2.181 3.801 4.089 0.2959 0.1033 0.1799
H -1.170 -0.705 2.694 -0.0382 -0.2549 0.2536
H -0.059 -0.430 1.365 0.3186 -0.3373 -0.0180
H -1.248 1.842 2.889 0.0832 0.4060 0.0607
H -3.070 0.309 2.076 -0.3563 0.2889 0.4683
H -2.322 0.305 0.533 -0.0669 -0.1033 -0.2508
H -3.840 1.755 0.143 -0.2353 -0.0130 -0.0269
H -5.968 2.663 0.659 0.0632 -0.0235 -0.2755
H -6.248 2.361 2.346 -0.0588 -0.0056 0.3404
H -5.617 1.061 1.349 -0.0122 -0.2463 0.1068
H -3.608 4.617 3.833 -0.2271 0.2180 0.0795
H -2.136 3.808 3.439 0.1448 0.0771 -0.0669
H -2.930 3.402 4.951 -0.2014 -0.1657 0.3275
H -2.813 3.364 -0.726 -0.4934 -0.0061 -0.0441
H -0.491 6.866 0.222 0.0208 0.3116 0.1132
H -1.104 5.654 -0.914 -0.2045 0.1467 -0.1470
H 0.504 5.511 -0.247 0.3642 -0.0161 0.1168
H -3.038 6.370 2.422 0.2019 0.1231 0.2169
H -4.355 6.956 1.446 -0.2234 0.3328 -0.3129
H -2.651 7.309 0.998 0.0068 0.3048 -0.2179
H -1.235 1.689 -0.751 -0.1044 -0.0676 -0.2714
H -0.433 3.203 -0.652 0.3714 0.3402 0.1474
N 2.114 0.319 -1.138 -0.0543 -0.0821 -0.0107
C 2.692 0.060 -2.353 -0.0300 0.0384 0.0021
C 3.420 -1.090 -2.230 0.0241 -0.0397 -0.0044
C 3.276 -1.545 -0.891 -0.0107 -0.0606 0.0310
C 2.464 -0.659 -0.238 -0.1124 0.1504 -0.1377
H 1.529 1.103 -0.932 0.0434 0.0803 0.0568
H 2.537 0.714 -3.194 0.0295 -0.0047 -0.0199
H 3.994 -1.554 -3.015 -0.0024 0.0150 -0.0278
H 3.720 -2.424 -0.455 0.0063 0.0010 0.0215
H 2.101 -0.624 0.773 0.1561 -0.0923 0.1122
N 4.965 -4.348 -3.993 -0.0188 -0.0176 -0.0548
C 3.987 -4.941 -4.745 0.0021 0.0397 0.0269
C 4.531 -5.273 -5.956 -0.0279 0.0035 -0.0095
C 5.892 -4.866 -5.934 0.0095 0.0066 0.0097
C 6.130 -4.301 -4.710 -0.0118 0.0731 0.0398
H 4.848 -4.004 -3.059 0.0072 -0.0278 0.0579
H 2.993 -5.077 -4.354 -0.0129 -0.0123 -0.0070
H 4.015 -5.757 -6.768 0.0166 -0.0325 -0.0072
H 6.612 -4.980 -6.726 0.0004 -0.0283 -0.0136
H 7.023 -3.873 -4.287 0.0117 0.0208 -0.0199
N -7.410 3.644 -1.445 0.1043 -0.0013 0.0692
C -7.872 3.227 -2.665 0.0254 -0.0583 0.0099
C -9.011 2.499 -2.455 0.0147 -0.0006 -0.0194
C -9.252 2.479 -1.055 0.0092 -0.0087 0.0278
C -8.252 3.197 -0.458 0.0273 -0.0183 -0.0052
H -6.588 4.199 -1.297 -0.0284 0.1417 -0.0117
H -7.353 3.483 -3.572 -0.0198 0.0056 -0.0235
H -9.609 2.035 -3.220 -0.0164 0.0007 -0.0065
H -10.071 1.998 -0.548 -0.0181 0.0005 -0.0019
H -8.069 3.429 0.578 -0.1175 0.0560 -0.0103
N 10.859 -6.876 -6.127 -0.0553 -0.0195 0.0207
C 11.064 -7.571 -4.967 0.0065 0.0474 -0.0316
C 10.019 -7.302 -4.124 0.0215 -0.0108 0.0006
C 9.146 -6.410 -4.803 0.0284 -0.0320 0.0316
C 9.691 -6.165 -6.035 0.0203 -0.0252 -0.0910
H 11.471 -6.884 -6.921 0.0371 0.0137 -0.0205
H 11.929 -8.198 -4.847 -0.0186 -0.0636 -0.0290
H 9.892 -7.702 -3.133 -0.0078 -0.0103 0.0078
H 8.225 -5.997 -4.432 -0.0462 -0.0372 -0.0187
H 9.352 -5.551 -6.852 -0.0043 0.0367 0.0161
N -4.375 7.054 -2.616 -0.0070 -0.0125 -0.0728
C -3.704 8.170 -2.190 0.0346 -0.0979 -0.0063
C -3.668 9.062 -3.227 0.0275 0.0162 0.0168
C -4.348 8.465 -4.321 -0.0080 -0.0122 -0.0185
C -4.774 7.230 -3.914 0.0430 -0.0130 0.0299
H -4.547 6.236 -2.062 -0.0398 0.0153 0.1000
H -3.313 8.235 -1.189 -0.0172 0.0498 0.0302
H -3.210 10.036 -3.204 -0.0061 0.0156 -0.0035
H -4.507 8.896 -5.295 -0.0066 0.0139 -0.0075
H -5.323 6.465 -4.435 -0.0138 0.0109 -0.0256
N 7.475 -8.522 -7.791 -0.0236 0.0221 -0.0360
C 7.003 -8.711 -9.061 0.0502 0.0102 0.0232
C 5.752 -9.258 -8.967 -0.0250 0.0163 -0.0063
C 5.457 -9.401 -7.583 -0.0160 0.0112 -0.0038
C 6.539 -8.935 -6.885 0.0360 0.0027 0.0277
H 8.371 -8.135 -7.555 0.0043 0.0331 0.0888
H 7.595 -8.442 -9.919 -0.0034 -0.0185 -0.0211
H 5.118 -9.526 -9.795 -0.0052 -0.0050 -0.0098
H 4.554 -9.799 -7.152 -0.0091 -0.0083 0.0050
H 6.724 -8.862 -5.827 -0.0017 0.0103 0.0104
N -7.574 4.713 4.044 -0.0457 -0.0395 -0.0312
C -7.315 4.000 5.187 0.1795 -0.0217 -0.0616
C -8.338 4.226 6.063 0.0675 0.1704 0.0454
C -9.253 5.111 5.426 0.0292 0.0137 -0.0349
C -8.758 5.392 4.182 0.0043 -0.0420 0.0382
H -6.984 4.736 3.235 -0.0158 0.0803 -0.0620
H -6.426 3.396 5.269 -0.0312 -0.0431 0.0723
H -8.425 3.804 7.050 -0.0131 0.0016 0.0158
H -10.172 5.492 5.836 -0.0116 0.0025 0.0101
H -9.140 6.010 3.388 -0.0135 0.0223 0.0077
N -11.123 1.157 4.312 0.0477 -0.0680 0.0328
C -10.352 1.556 5.372 -0.0087 0.0509 -0.0651
C -10.401 0.566 6.316 0.0320 -0.0154 -0.0153
C -11.228 -0.472 5.805 0.0177 -0.0125 0.0170
C -11.658 -0.078 4.568 -0.0005 0.0425 -0.0385
H -11.277 1.690 3.479 -0.0392 0.0440 -0.0193
H -9.840 2.506 5.364 -0.1190 -0.1577 -0.0269
H -9.899 0.581 7.270 -0.0014 -0.0025 0.0127
H -11.480 -1.398 6.293 -0.0076 -0.0068 0.0086
H -12.296 -0.565 3.851 -0.0202 -0.0124 0.0116
N 14.248 -9.828 -3.960 0.0086 -0.0620 -0.0225
C 14.818 -10.083 -5.178 -0.0256 0.0463 0.0207
C 15.537 -11.241 -5.069 0.0003 -0.0127 -0.0098
C 15.394 -11.705 -3.733 0.0013 -0.0106 -0.0001
C 14.592 -10.813 -3.075 -0.0074 0.0320 0.0003
H 13.670 -9.039 -3.746 0.0105 0.0522 0.0609
H 14.663 -9.421 -6.013 0.0234 0.0008 -0.0164
H 16.103 -11.706 -5.858 0.0048 -0.0082 -0.0087
H 15.830 -12.592 -3.306 0.0046 -0.0124 0.0026
H 14.239 -10.794 -2.059 0.0086 -0.0101 0.0148
N 1.476 1.074 8.396 -0.0239 0.0026 0.0255
C 0.898 2.108 9.081 -0.0140 -0.0285 -0.0716
C 0.463 1.625 10.286 -0.0251 0.0160 0.0075
C 0.795 0.245 10.331 -0.0092 -0.0195 0.0075
C 1.420 -0.063 9.152 -0.0256 0.0231 -0.0380
H 1.880 1.140 7.479 0.0879 -0.0262 -0.0425
H 0.847 3.096 8.654 0.0152 0.0240 0.0240
H -0.036 2.196 11.051 0.0051 0.0053 0.0168
H 0.599 -0.442 11.138 0.0052 -0.0033 0.0151
H 1.828 -0.990 8.788 0.0094 -0.0153 0.0138
```
Positions in Å, forces in eV/Å.

- Charge: +1
- E: -91927.7866 eV
- Spin multiplicity: 1
- E_HOMO: -0.32750 Ha

=====

ORCA calculation (the ωB97M-V functional and the def2-TZVPD basis) on the ion C5H5F2N2O2 with charge +1 at a distorted geometry.

```
16
Properties=species:S:1:pos:R:3:forces:R:3
C 0.705 -0.501 0.064 -0.8180 -0.3578 -0.7594
C 2.132 -0.651 -0.204 1.9813 -0.7860 0.2308
C -0.484 -1.395 0.140 0.5722 0.5430 0.5575
C -0.999 1.063 0.115 -2.3334 0.2882 -2.0098
C -1.662 -0.416 -0.114 -1.1661 0.6941 1.2291
N 1.452 1.472 -0.097 1.2267 1.9808 -1.0551
N 0.397 0.779 0.083 0.8108 -4.0680 0.7743
O 2.937 -1.533 -0.266 -1.7859 1.2064 -0.0507
O 2.559 0.727 -0.361 -1.2889 -0.1854 0.7160
F -2.705 -0.523 0.793 1.5264 0.0275 0.1239
F -2.324 -0.569 -1.258 1.2020 0.1448 -0.7746
H -0.405 -2.275 -0.458 -0.1952 -0.3173 -1.0200
H -0.441 -1.812 1.140 -0.7477 0.0991 0.5403
H -1.187 1.828 -0.699 -0.2247 -1.0077 0.8761
H -1.457 1.366 1.046 0.6406 0.4536 0.4929
H 1.483 2.440 0.075 0.5998 1.2846 0.1287
```
Positions in Å, forces in eV/Å.

- Charge: +1
- Structure (SMILES): O=c1o[nH][n+]2c1CC(F)(F)C2
- E: -17765.2327 eV
- Spin multiplicity: 1
- E_HOMO: -0.54572 Ha

=====

Question: What is the E_HOMO in the first record?
Answer: -0.32750 Ha